Entry 1:
{
  "formula": "C76H72Cl2HfN2O3PSi",
  "method": "the ωB97M-V functional and the def2-TZVPD basis",
  "symbols": ["Hf", "Cl", "Cl", "P", "Si", "O", "O", "O", "N", "N", "C", "C", "C", "C", "C", "C", "C", "C", "C", "C", "C", "C", "C", "C", "C", "C", "C", "C", "C", "C", "C", "C", "C", "C", "C", "C", "C", "C", "C", "C", "C", "C", "C", "C", "C", "C", "C", "C", "C", "C", "C", "C", "C", "C", "C", "C", "C", "C", "C", "C", "C", "C", "C", "C", "C", "C", "C", "C", "C", "C", "C", "C", "C", "C", "C", "C", "C", "C", "C", "C", "C", "C", "C", "C", "C", "C", "H", "H", "H", "H", "H", "H", "H", "H", "H", "H", "H", "H", "H", "H", "H", "H", "H", "H", "H", "H", "H", "H", "H", "H", "H", "H", "H", "H", "H", "H", "H", "H", "H", "H", "H", "H", "H", "H", "H", "H", "H", "H", "H", "H", "H", "H", "H", "H", "H", "H", "H", "H", "H", "H", "H", "H", "H", "H", "H", "H", "H", "H", "H", "H", "H", "H", "H", "H", "H", "H", "H", "H"],
  "positions_angstrom": [[0.780, 0.364, -0.088], [3.384, 1.610, -1.766], [6.256, 1.190, -1.174], [-2.010, -0.063, 2.522], [-0.070, 1.118, -3.750], [-0.555, -1.215, -0.167], [1.637, -0.296, 1.627], [0.408, 0.811, -2.238], [2.377, -1.318, -0.763], [0.879, 2.282, 0.241], [-1.733, -0.056, 4.335], [1.732, -2.442, -6.270], [-3.696, -1.570, -2.872], [2.436, -1.808, -5.255], [3.561, 3.071, 3.383], [-2.467, -1.491, -2.237], [3.935, 2.873, 4.706], [3.088, -1.825, 2.796], [-0.776, -4.677, 2.093], [2.114, -3.848, 3.677], [-3.304, 3.492, 0.974], [-4.860, -3.040, 3.130], [3.967, 1.585, 5.217], [0.279, 5.089, 2.605], [-2.571, 2.354, 1.287], [0.409, 3.785, 2.132], [-2.483, 1.990, -2.616], [-0.538, -2.397, -0.924], [0.109, 2.501, -6.200], [3.290, 0.684, 3.078], [0.537, -0.343, -4.808], [-1.898, -2.598, -1.627], [-0.935, -0.156, 7.020], [4.415, -2.484, -0.366], [2.788, -3.391, -1.848], [-5.017, 2.794, 2.510], [3.563, -1.418, -0.128], [0.164, -4.824, -0.504], [-3.803, 2.414, -2.555], [0.507, 2.673, -4.726], [1.841, -0.778, -4.539], [0.436, -2.036, -6.555], [-3.846, -2.122, 3.382], [1.949, -2.323, -1.549], [-4.111, 1.757, -4.840], [-2.596, -3.801, -1.657], [2.022, 2.894, -4.700], [0.202, -5.947, 0.313], [0.557, 6.195, 1.821], [4.988, 1.319, -2.417], [1.979, -2.615, 3.047], [-0.211, 3.934, -4.213], [4.035, -3.464, -1.266], [-3.342, -1.331, 2.355], [-4.281, 1.663, 2.824], [4.485, -3.529, 3.797], [3.647, 0.498, 4.409], [1.012, 5.968, 0.528], [-0.146, -1.000, -5.834], [-0.661, -1.223, 6.173], [3.365, -4.311, 4.053], [-0.319, -3.609, -0.026], [-1.942, 1.427, -3.780], [4.344, -2.298, 3.177], [-2.007, 1.000, 5.196], [3.240, 1.987, 2.582], [0.797, 3.539, 0.786], [-4.620, 2.307, -3.673], [-4.885, -2.386, 0.822], [-3.821, -3.894, -2.310], [2.924, -0.467, 2.117], [-3.870, -1.478, 1.072], [-3.047, 1.432, 2.217], [-4.377, -2.782, -2.920], [1.720, 4.495, -1.350], [-0.276, -5.881, 1.614], [-5.383, -3.174, 1.853], [0.162, 2.682, 3.123], [-0.774, -3.551, 1.284], [-1.053, -1.165, 4.846], [0.533, -2.289, -2.047], [1.151, 4.686, 0.022], [-2.792, 1.317, -4.885], [-1.610, 0.950, 6.528], [3.899, -0.389, 0.908], [-4.529, 3.711, 1.583], [-4.670, 0.947, 3.541], [0.591, 1.637, -6.662], [1.272, 6.808, -0.110], [-1.949, -0.548, -2.169], [2.187, -3.250, -6.830], [0.475, -4.918, -1.536], [5.470, -3.876, 4.086], [1.015, -2.247, 2.721], [-1.178, -4.612, 3.098], [3.443, -2.126, -5.011], [-0.815, -1.997, 4.189], [-0.970, 2.402, -6.329], [1.237, -4.454, 3.864], [0.443, 7.200, 2.208], [3.803, 0.615, 0.501], [-0.127, -2.091, 6.538], [1.303, 3.597, -1.798], [-5.274, -2.483, -0.183], [2.391, -0.308, -3.728], [-4.350, -4.840, -2.315], [-5.335, -2.851, -3.420], [2.887, 2.164, 1.572], [0.343, -1.331, -2.519], [-5.104, 4.597, 1.342], [5.359, -2.534, 0.159], [0.421, 3.393, -6.755], [-3.477, -0.878, 0.258], [5.227, -1.690, 3.014], [-2.431, 0.894, -5.813], [-0.612, -0.183, 8.053], [-2.901, 4.212, 0.271], [2.560, 2.028, -5.100], [-5.247, -3.644, 3.942], [-1.268, 3.912, -4.483], [-3.460, -2.023, 4.389], [2.390, 3.094, -3.699], [3.484, 4.071, 2.974], [0.246, 1.698, 2.664], [-1.823, 1.790, 7.178], [4.184, 3.718, 5.337], [-4.195, 2.828, -1.633], [3.469, -5.275, 4.537], [-1.158, -2.607, 1.647], [0.590, -6.880, -0.077], [-0.266, -6.762, 2.245], [1.520, 5.357, -1.989], [2.804, 4.352, -1.307], [-4.742, 1.662, -5.716], [4.235, 1.417, 6.254], [0.234, 4.827, -4.667], [-0.039, 5.227, 3.636], [-4.121, -0.684, -3.322], [4.696, -4.293, -1.486], [4.975, 0.388, -2.975], [5.236, 2.159, -3.056], [-1.165, -0.722, -6.072], [-0.158, 4.051, -3.134], [0.889, 2.712, 3.937], [-1.592, 2.211, 0.835], [3.656, -0.495, 4.838], [4.932, -0.512, 1.231], [-2.535, 1.872, 4.834], [0.387, -3.063, -2.803], [-6.172, -3.890, 1.659], [2.274, 3.759, -5.327], [-0.126, -2.528, -7.340], [-1.849, 2.091, -1.738], [-5.973, 2.965, 2.991], [-5.648, 2.647, -3.632], [-0.827, 2.786, 3.569], [-2.203, -4.679, -1.163], [2.445, -4.152, -2.536]],
  "forces_ev_per_a": [[-0.4, 0.5, -1.0], [0.1, 0.2, 0.0], [-0.1, 0.0, 0.0], [-0.3, 0.2, 0.1], [0.0, -0.1, 0.2], [-0.1, -0.3, -0.4], [0.4, -0.1, 0.3], [0.1, -0.1, 0.0], [-0.1, -0.1, 0.2], [-0.3, -0.1, 0.8], [0.2, -0.1, 0.0], [0.0, 0.0, 0.0], [0.0, -0.1, 0.0], [0.0, 0.0, 0.0], [0.0, 0.0, 0.0], [-0.1, 0.1, 0.0], [0.0, 0.0, 0.0], [0.0, 0.0, 0.0], [0.0, 0.0, 0.0], [0.0, 0.0, 0.0], [0.0, 0.0, 0.0], [0.0, 0.0, 0.0], [0.0, 0.0, 0.0], [0.0, 0.0, 0.0], [0.1, 0.0, 0.1], [-0.1, 0.1, 0.1], [0.0, -0.1, 0.0], [-0.1, 0.0, 0.2], [0.0, 0.0, 0.0], [0.0, 0.0, -0.1], [0.0, 0.0, -0.1], [0.0, 0.0, 0.1], [0.0, 0.0, 0.0], [0.0, 0.0, 0.0], [0.0, 0.0, -0.1], [0.0, 0.0, 0.0], [0.0, 0.1, 0.0], [0.0, 0.0, 0.0], [0.0, 0.0, 0.0], [0.1, 0.1, 0.0], [0.0, 0.0, -0.1], [0.0, 0.0, 0.0], [0.0, 0.0, 0.0], [0.0, 0.1, 0.0], [0.0, 0.0, 0.0], [0.0, 0.0, -0.1], [0.0, 0.0, 0.0], [0.0, 0.0, 0.0], [0.0, 0.0, 0.0], [0.1, -0.1, -0.2], [0.0, 0.0, 0.0], [0.0, 0.0, -0.1], [0.1, 0.0, 0.0], [0.1, 0.1, 0.0], [0.0, -0.1, 0.0], [0.0, 0.0, 0.0], [-0.1, 0.0, 0.1], [0.0, 0.0, 0.0], [0.0, 0.0, 0.1], [0.0, 0.0, 0.0], [0.0, 0.0, 0.0], [0.0, 0.0, 0.2], [-0.1, 0.0, 0.1], [0.0, 0.0, 0.0], [-0.1, -0.1, 0.1], [0.1, 0.0, 0.0], [0.2, -0.4, -0.1], [0.0, 0.0, 0.0], [0.0, 0.0, 0.0], [0.0, 0.0, 0.0], [0.0, 0.1, 0.0], [0.0, 0.0, 0.0], [0.2, 0.0, 0.0], [0.0, 0.1, 0.0], [0.0, 0.0, 0.0], [0.0, 0.0, 0.0], [0.0, 0.0, 0.0], [0.0, -0.1, -0.1], [-0.1, 0.0, 0.1], [0.1, 0.0, 0.0], [0.1, 0.0, 0.0], [0.0, 0.2, -0.1], [0.0, 0.0, 0.1], [0.0, 0.0, 0.0], [0.0, -0.1, -0.1], [0.0, -0.1, 0.0], [0.0, 0.0, 0.0], [0.0, 0.0, 0.0], [0.0, 0.0, 0.0], [0.0, 0.1, 0.0], [0.0, 0.0, 0.0], [0.0, 0.0, 0.0], [0.0, 0.0, 0.0], [0.0, 0.0, 0.0], [0.0, 0.0, 0.0], [0.0, 0.0, 0.0], [0.0, 0.0, 0.0], [0.0, 0.0, 0.0], [0.0, 0.0, 0.0], [0.0, 0.0, 0.0], [0.0, 0.0, 0.0], [0.0, 0.0, 0.0], [0.0, -0.1, 0.0], [0.0, 0.0, 0.0], [0.0, 0.0, 0.0], [0.0, 0.0, 0.0], [0.0, 0.0, 0.0], [0.0, 0.0, 0.0], [0.0, 0.0, -0.1], [0.0, 0.0, 0.0], [0.0, 0.0, 0.0], [0.0, 0.0, 0.0], [0.0, 0.0, 0.0], [0.0, 0.0, 0.0], [0.0, 0.0, 0.0], [0.0, 0.0, 0.0], [0.0, 0.0, 0.0], [0.0, 0.0, 0.0], [0.0, 0.0, 0.0], [0.0, 0.0, 0.0], [0.0, 0.0, 0.0], [0.0, 0.0, 0.1], [0.0, 0.0, 0.0], [0.0, 0.0, 0.0], [0.0, 0.0, 0.0], [0.0, 0.0, 0.0], [0.0, 0.0, 0.0], [0.0, 0.0, 0.0], [0.0, 0.0, 0.0], [0.0, 0.0, 0.0], [0.0, 0.0, 0.0], [0.0, 0.0, 0.0], [0.0, 0.0, 0.0], [0.0, 0.0, 0.0], [0.0, 0.0, 0.0], [0.0, 0.0, 0.0], [0.0, 0.0, 0.0], [0.0, 0.1, -0.1], [0.0, 0.0, 0.0], [0.0, 0.0, 0.0], [0.1, 0.0, 0.0], [0.0, 0.0, 0.0], [0.0, 0.0, 0.1], [0.0, 0.0, 0.0], [0.0, 0.0, 0.0], [0.0, 0.0, 0.0], [0.0, 0.0, 0.0], [0.0, 0.0, 0.0], [0.0, 0.0, 0.0], [0.0, 0.0, 0.0], [0.0, 0.0, 0.0], [0.0, 0.0, 0.0], [0.0, 0.0, 0.0], [0.0, 0.0, 0.0], [0.0, 0.0, 0.0], [-0.1, 0.0, 0.0], [0.0, 0.0, 0.0], [0.0, 0.0, 0.0]],
  "mulliken_charge": [-0.05, 0.35, -0.18, 2.05, -1.69, 0.91, 0.10, 0.70, 0.88, 0.43, 0.80, -0.92, -0.20, -0.37, -0.35, 0.29, -0.82, -0.31, -0.53, -0.35, -0.33, -0.64, -0.95, -0.83, -0.06, 0.78, 0.69, 2.64, -1.91, 0.25, 1.84, -0.12, -0.72, -0.55, -0.46, -0.77, 0.25, 0.25, -0.45, 2.48, -0.60, -0.93, -0.40, 0.21, -1.18, -0.07, -1.47, -1.18, -1.34, -0.61, 0.87, -1.74, -1.70, 0.65, 0.24, -1.05, -0.48, -0.64, -0.31, -0.78, -1.04, -0.16, 1.87, 0.10, -0.86, -0.13, 0.90, -0.70, -0.30, -1.04, 2.51, -0.40, -0.73, -1.15, -0.46, -0.79, -0.79, -1.06, 0.74, -0.68, -1.18, 0.90, -0.57, -0.76, -1.76, -0.61, 0.49, 0.38, 0.39, -0.91, 0.38, 0.42, 0.42, -0.76, 0.55, 0.41, 0.31, 0.32, 0.48, 0.35, -0.06, 0.46, -0.88, 0.48, 0.03, 0.38, 0.38, -0.30, -1.69, 0.38, 0.55, 0.48, 0.01, 0.43, 0.09, 0.38, 0.66, 0.25, 0.42, 0.29, 0.42, 0.01, 0.36, -1.00, 0.42, 0.38, 0.34, 0.37, -0.54, 0.43, 0.38, 0.48, 0.38, 0.34, 0.40, 0.60, 0.44, 0.21, 0.42, 0.24, 0.50, 0.13, 0.10, 0.44, -0.68, 0.41, 0.62, 0.24, 0.92, 0.37, 0.57, 0.45, -0.06, 0.40, 0.34, 0.78, 0.42, 0.59],
  "e_lumo_ha": 0.0786,
  "de_lowest_ev": 0.0938,
  "gap_ev": 5.95,
  "energy_ha": -4874.127615,
  "total_charge": -1,
  "homo_ev": -3.8
}

Entry 2:
{
  "formula": "C9H17Cl11",
  "method": "the ωB97M-V functional and the def2-TZVPD basis",
  "symbols": ["Cl", "Cl", "Cl", "Cl", "Cl", "Cl", "Cl", "Cl", "Cl", "Cl", "Cl", "C", "C", "C", "C", "C", "C", "C", "C", "C", "H", "H", "H", "H", "H", "H", "H", "H", "H", "H", "H", "H", "H", "H", "H", "H", "H"],
  "positions_angstrom": [[-0.061, -6.833, -1.548], [-0.149, -1.137, -4.034], [-0.184, -3.399, -0.183], [-1.377, 0.268, 4.320], [3.822, 1.188, -0.204], [0.297, 2.375, 3.168], [-3.106, 2.067, -1.136], [0.844, 1.072, -1.709], [5.505, 3.327, 1.421], [0.003, -0.187, 1.793], [-2.956, 3.522, 1.906], [3.698, 3.281, 1.592], [0.449, -4.052, -1.796], [-3.250, 1.776, 1.617], [-0.421, -0.200, -1.475], [-1.193, -0.501, -2.758], [3.174, 2.802, 0.203], [-3.967, 1.578, 0.259], [1.125, -5.451, -1.682], [0.079, 0.607, 3.372], [-0.397, -4.183, -2.471], [0.122, -1.081, -1.131], [1.089, -3.266, -2.197], [1.740, -5.642, -2.562], [2.106, 2.589, 0.254], [3.312, 4.260, 1.876], [3.319, 3.562, -0.565], [-1.795, 0.361, -3.047], [1.705, -5.456, -0.759], [0.952, 0.194, 3.877], [-1.103, 0.006, -0.650], [-3.746, 1.359, 2.493], [-4.251, 0.528, 0.183], [3.583, 2.503, 2.347], [-1.837, -1.363, -2.584], [-2.237, 1.377, 1.564], [-4.895, 2.148, 0.247]],
  "forces_ev_per_a": [[0.5, 1.0, -0.1], [0.3, 0.4, -0.4], [0.4, -0.6, -1.0], [0.4, 0.1, -0.2], [-0.2, 0.4, -0.3], [0.0, -0.6, 0.1], [1.2, 0.4, -1.1], [-0.4, -0.3, 0.4], [-0.3, 0.3, 0.0], [0.1, -0.1, 0.0], [-0.2, 0.0, 0.1], [0.9, -1.3, -1.2], [-0.4, -1.0, 0.0], [0.7, 0.6, -1.0], [-0.2, -0.6, -0.3], [0.2, -0.3, 0.5], [-0.6, 0.7, 1.4], [-1.4, -0.5, 2.4], [-0.6, 0.7, 0.7], [-0.1, 0.3, 0.2], [-0.2, 0.4, 0.2], [0.3, -0.1, -0.2], [0.2, -0.3, 0.1], [-0.1, 0.1, 0.1], [-0.2, 0.1, 0.2], [0.0, -0.2, -0.1], [0.5, -0.5, -0.2], [0.2, -0.1, -0.4], [0.2, -0.3, -0.3], [-0.3, 0.2, 0.0], [0.2, 0.8, -0.1], [-0.3, 0.0, -0.4], [0.1, -0.1, -0.1], [-0.6, 0.4, 0.0], [-0.3, 0.3, 0.5], [-0.2, -0.3, 0.0], [0.0, 0.0, 0.2]],
  "mulliken_spin": [0.00, 0.01, 0.02, 0.00, 0.45, 0.00, 0.00, 0.38, 0.07, 0.00, 0.00, 0.01, 0.00, 0.00, -0.02, 0.01, -0.03, 0.00, 0.00, 0.00, 0.00, 0.05, 0.00, 0.00, 0.04, 0.00, 0.00, 0.00, 0.00, 0.00, 0.01, 0.00, 0.00, 0.00, 0.00, 0.00, 0.00],
  "e_lumo_ha": [-0.0938, -0.3639],
  "de_lowest_ev": 0.0000,
  "spin_multiplicity": 2,
  "gap_ev": [10.55, 3.20],
  "energy_ha": -5414.851313,
  "total_charge": 1,
  "homo_ev": [-13.1, -13.1]
}

Taking the records one at a time from the top gives F_max values of 1.2, 2.8 eV/A.